[1]
{
  "formula": "C35H28AsCuN6O3STe",
  "method": "the ωB97M-V functional and the def2-TZVPD basis",
  "lumo_energy_ev": [-4.073, -4.074],
  "gap_ev": [5.484, 5.975],
  "charge": 1,
  "homo_energy_ev": [-9.56, -10.05],
  "multiplicity": 2,
  "de_lowest_kcal_mol": 0.0,
  "species": ["Cu", "N", "C", "N", "C", "N", "C", "C", "N", "C", "C", "N", "H", "H", "H", "H", "H", "O", "C", "O", "C", "C", "C", "C", "C", "C", "H", "H", "H", "H", "H", "O", "N", "Te", "C", "C", "C", "C", "S", "H", "H", "H", "C", "C", "C", "C", "C", "C", "As", "C", "C", "C", "C", "C", "C", "C", "C", "C", "C", "C", "C", "H", "H", "H", "H", "H", "H", "H", "H", "H", "H", "H", "H", "H", "H", "H"],
  "positions_angstrom": [[1.448, -0.581, 0.467], [4.489, -1.525, 4.538], [3.206, -1.750, 4.224], [2.993, -1.444, 2.964], [4.220, -1.025, 2.545], [5.154, -1.059, 3.474], [4.532, -0.573, 1.183], [5.842, -0.252, 0.826], [6.163, 0.142, -0.396], [5.175, 0.201, -1.285], [3.872, -0.118, -0.946], [3.546, -0.488, 0.296], [4.965, -1.659, 5.415], [2.484, -2.120, 4.933], [6.634, -0.327, 1.559], [5.422, 0.509, -2.293], [3.077, -0.097, -1.683], [-0.935, 1.459, 0.815], [-0.557, 0.767, 1.745], [0.635, 0.404, 2.049], [-1.619, 0.217, 2.688], [-2.939, -0.024, 2.235], [-3.912, -0.333, 3.136], [-3.632, -0.349, 4.528], [-2.385, -0.064, 5.001], [-1.340, 0.201, 4.086], [-3.132, 0.045, 1.172], [-4.920, -0.534, 2.800], [-4.435, -0.557, 5.223], [-2.189, -0.026, 6.063], [-0.394, 0.604, 4.421], [0.966, -1.594, -1.190], [-0.111, -0.874, -0.868], [-0.350, -1.870, 3.233], [-1.941, -3.000, 3.881], [-2.933, -3.527, 3.083], [-3.845, -4.332, 3.797], [-3.531, -4.412, 5.126], [-2.146, -3.510, 5.513], [-2.984, -3.340, 2.019], [-4.685, -4.845, 3.353], [-4.052, -4.973, 5.886], [1.517, -1.197, -6.047], [1.805, 0.114, -5.698], [1.280, 0.655, -4.532], [0.461, -0.120, -3.720], [0.189, -1.444, -4.059], [0.712, -1.976, -5.226], [-0.281, 0.568, -2.090], [0.531, 2.301, -1.856], [1.481, 2.548, -0.875], [2.080, 3.796, -0.794], [1.725, 4.797, -1.687], [0.767, 4.554, -2.661], [0.169, 3.305, -2.750], [-2.148, 0.908, -2.369], [-2.786, 1.904, -1.635], [-4.140, 2.134, -1.830], [-4.853, 1.375, -2.749], [-4.214, 0.386, -3.481], [-2.859, 0.151, -3.294], [1.926, -1.616, -6.956], [2.440, 0.719, -6.331], [1.515, 1.678, -4.266], [-0.404, -2.067, -3.401], [0.502, -3.004, -5.488], [1.730, 1.789, -0.144], [2.815, 3.989, -0.024], [2.191, 5.771, -1.620], [0.481, 5.337, -3.351], [-0.582, 3.123, -3.509], [-2.232, 2.489, -0.916], [-4.637, 2.912, -1.266], [-5.908, 1.564, -2.902], [-4.765, -0.200, -4.205], [-2.363, -0.611, -3.882]],
  "forces_ev_per_angstrom": [[0.4, -0.1, 0.3], [0.0, 0.0, 0.0], [0.0, 0.0, 0.0], [0.0, -0.1, -0.1], [0.0, 0.0, 0.1], [0.0, 0.0, 0.0], [0.0, 0.0, 0.1], [0.0, 0.0, -0.1], [0.0, 0.0, 0.0], [0.0, 0.0, 0.1], [0.1, 0.0, -0.1], [-0.3, 0.1, -0.3], [0.0, 0.0, 0.0], [0.0, 0.0, 0.0], [0.0, 0.0, 0.0], [0.0, 0.0, 0.0], [0.0, 0.0, 0.0], [0.0, 0.0, 0.0], [0.0, -0.1, -0.2], [-0.1, 0.0, 0.0], [-0.1, 0.1, 0.0], [0.1, 0.0, -0.1], [0.0, 0.0, 0.0], [0.1, 0.0, 0.1], [-0.3, 0.1, 0.0], [0.2, 0.0, 0.0], [0.0, 0.0, 0.0], [0.0, 0.0, 0.0], [0.0, 0.0, 0.0], [0.0, 0.0, 0.0], [0.0, 0.1, 0.0], [0.0, 0.1, 0.1], [0.1, 0.0, 0.0], [0.0, -0.1, -0.1], [0.0, -0.1, 0.0], [0.1, 0.1, 0.0], [0.0, -0.1, 0.1], [-0.1, 0.0, -0.1], [0.1, 0.0, 0.0], [0.0, 0.0, 0.0], [0.0, 0.0, 0.0], [0.0, 0.0, 0.0], [0.0, 0.0, 0.0], [0.0, 0.0, 0.0], [0.0, 0.0, 0.0], [0.0, 0.0, 0.0], [0.0, 0.0, 0.0], [0.0, 0.0, 0.0], [-0.1, 0.1, -0.1], [0.0, 0.0, 0.0], [0.0, 0.0, 0.0], [0.0, 0.0, 0.0], [0.0, 0.0, 0.0], [0.0, 0.0, 0.0], [0.0, 0.0, 0.0], [0.0, 0.0, 0.0], [0.0, 0.0, 0.0], [0.0, 0.0, 0.0], [0.0, 0.0, 0.0], [0.0, 0.0, 0.0], [0.0, 0.0, 0.0], [0.0, 0.0, 0.0], [0.0, 0.0, 0.0], [0.0, 0.0, 0.0], [0.0, 0.0, 0.0], [0.0, 0.0, 0.0], [0.0, 0.0, 0.0], [0.0, 0.0, 0.0], [0.0, 0.0, 0.0], [0.0, 0.0, 0.0], [0.0, 0.0, 0.0], [0.0, 0.0, 0.1], [0.0, 0.0, 0.0], [0.0, 0.0, 0.0], [0.0, 0.0, 0.0], [0.0, 0.0, 0.0]],
  "mulliken_charge": [-0.0360, 0.1239, -0.3347, -0.0952, -0.2101, -0.6210, 0.7784, -0.2353, -0.5867, -0.4890, 0.0527, -0.0043, 0.2022, 0.4384, 0.5025, 0.4301, 0.3942, -0.4822, 0.5142, -0.8491, 0.3804, -0.5320, -0.7657, -0.2604, -1.0935, 0.5293, 0.5905, 0.4669, 0.4848, 0.4339, 0.6034, -0.5843, -0.1159, 0.5471, 0.0981, -0.3390, -0.6335, -0.4294, -0.0853, 0.5406, 0.4064, 0.4243, -0.4928, -0.7827, -0.1623, 0.5720, -0.5111, -0.8972, 1.7949, 0.3858, -0.5361, -1.2543, -0.6015, -0.7176, -0.4612, 0.0420, -0.0449, -0.8778, -0.4962, -0.7189, -0.3004, 0.4037, 0.4294, 0.3284, 0.4955, 0.4088, 0.8683, 0.4818, 0.4102, 0.4259, 0.5337, 0.4908, 0.4282, 0.4015, 0.4218, 0.3724]
}

***

[2]
{
  "formula": "C35H28CdN6O6",
  "method": "the ωB97M-V functional and the def2-TZVPD basis",
  "lumo_energy_ev": 3.283,
  "gap_ev": 4.940,
  "charge": -2,
  "homo_energy_ev": -1.66,
  "de_lowest_kcal_mol": 14.5,
  "species": ["Cd", "O", "C", "C", "C", "C", "C", "C", "C", "O", "N", "N", "C", "C", "C", "C", "C", "C", "C", "O", "H", "H", "H", "H", "H", "H", "H", "H", "H", "H", "O", "N", "O", "C", "C", "C", "C", "C", "C", "N", "C", "C", "N", "C", "C", "C", "C", "H", "H", "H", "H", "H", "H", "H", "N", "C", "O", "C", "C", "H", "H", "H", "H", "H", "H", "C", "C", "C", "C", "C", "C", "H", "H", "H", "H", "H"],
  "positions_angstrom": [[-0.286, -0.936, 0.271], [-3.781, -1.998, 3.591], [-3.107, -1.586, 4.673], [-3.821, -1.294, 5.839], [-3.162, -0.852, 6.972], [-1.781, -0.690, 6.964], [-1.075, -0.984, 5.807], [-1.708, -1.440, 4.658], [-0.938, -1.738, 3.403], [-1.621, -2.072, 2.374], [0.366, -1.618, 3.500], [0.985, -1.804, 2.270], [2.250, -1.967, 2.332], [3.133, -2.208, 1.188], [4.495, -2.311, 1.460], [5.444, -2.603, 0.490], [4.992, -2.828, -0.811], [3.653, -2.731, -1.122], [2.658, -2.389, -0.159], [1.439, -2.267, -0.509], [-3.042, -2.091, 2.881], [-4.897, -1.413, 5.819], [-3.732, -0.622, 7.866], [-1.263, -0.329, 7.843], [-0.003, -0.859, 5.758], [2.725, -1.955, 3.322], [4.811, -2.161, 2.489], [6.495, -2.672, 0.742], [5.702, -3.079, -1.594], [3.299, -2.896, -2.134], [0.280, 2.429, -7.425], [-0.424, 2.707, -6.468], [-1.503, 3.272, -6.573], [0.067, 2.349, -5.108], [1.265, 1.727, -5.091], [1.864, 1.308, -3.866], [3.074, 0.593, -3.823], [3.534, 0.153, -2.612], [2.769, 0.444, -1.465], [1.653, 1.134, -1.480], [1.200, 1.564, -2.668], [-0.079, 2.260, -2.690], [-0.637, 2.470, -1.489], [-1.823, 3.017, -1.422], [-2.528, 3.414, -2.567], [-1.960, 3.240, -3.803], [-0.686, 2.643, -3.905], [1.767, 1.522, -6.025], [3.601, 0.376, -4.745], [4.432, -0.439, -2.509], [3.100, 0.077, -0.498], [-2.236, 3.138, -0.425], [-3.513, 3.855, -2.475], [-2.489, 3.546, -4.688], [-1.065, -2.783, -3.513], [-1.180, -1.423, -3.319], [-0.418, -0.658, -3.884], [-2.288, -1.011, -2.393], [-2.053, -1.546, -0.972], [-0.146, -3.055, -3.825], [-1.435, -3.344, -2.761], [-3.228, -1.399, -2.820], [-2.339, 0.079, -2.425], [-2.133, -2.641, -1.001], [-2.880, -1.204, -0.342], [-1.119, 3.387, 2.894], [0.136, 3.181, 2.329], [0.387, 2.037, 1.586], [-0.567, 1.032, 1.362], [-1.814, 1.286, 1.949], [-2.098, 2.427, 2.695], [-1.322, 4.273, 3.486], [0.920, 3.918, 2.475], [1.372, 1.935, 1.137], [-2.605, 0.548, 1.838], [-3.081, 2.553, 3.137]],
  "forces_ev_per_angstrom": [[-0.4, 0.3, 0.4], [0.1, 0.0, -0.1], [0.0, 0.0, 0.0], [0.0, 0.0, 0.0], [0.0, 0.0, 0.0], [0.0, 0.0, 0.0], [0.0, 0.0, 0.1], [0.0, 0.0, 0.0], [0.0, 0.1, 0.0], [0.0, 0.0, -0.1], [0.1, -0.1, -0.3], [0.0, 0.0, 0.2], [-0.1, 0.0, -0.1], [-0.1, 0.0, 0.1], [0.1, 0.0, 0.0], [0.0, 0.0, 0.0], [0.0, 0.0, 0.0], [0.0, -0.1, 0.0], [0.0, -0.1, 0.2], [0.0, 0.1, -0.2], [0.0, 0.0, 0.0], [0.0, 0.0, 0.0], [0.0, 0.0, 0.0], [0.0, 0.0, 0.0], [0.0, 0.0, 0.0], [0.0, 0.0, -0.1], [0.0, 0.0, 0.0], [0.0, 0.0, 0.0], [0.0, 0.0, 0.0], [0.0, 0.0, 0.0], [-0.2, 0.1, 0.0], [0.0, 0.0, 0.4], [0.3, -0.2, -0.1], [-0.2, 0.2, -0.4], [0.1, -0.1, 0.2], [0.0, 0.1, -0.3], [0.0, -0.1, 0.1], [-0.1, 0.1, 0.0], [0.1, 0.0, 0.0], [0.2, 0.0, 0.0], [-0.3, -0.1, 0.1], [0.0, 0.0, 0.1], [0.0, 0.0, -0.1], [-0.1, 0.0, -0.1], [0.0, 0.0, 0.1], [0.1, 0.0, 0.0], [0.1, 0.0, 0.0], [0.0, 0.0, 0.0], [0.0, 0.0, 0.0], [0.0, 0.0, 0.0], [0.0, 0.0, 0.0], [0.0, 0.0, 0.0], [0.0, 0.0, 0.0], [0.0, 0.0, 0.0], [0.0, 0.0, 0.0], [0.1, -0.2, 0.1], [0.0, 0.2, -0.2], [-0.1, 0.1, 0.0], [0.0, -0.1, -0.1], [0.0, 0.0, 0.0], [0.1, 0.0, 0.0], [0.0, 0.1, -0.1], [0.0, 0.0, 0.1], [0.0, 0.0, 0.2], [0.0, 0.0, 0.0], [0.0, 0.0, 0.0], [-0.1, 0.1, 0.0], [0.2, -0.1, -0.2], [0.2, 0.0, 0.1], [-0.1, -0.3, -0.1], [0.0, 0.1, 0.0], [0.0, 0.0, 0.0], [0.0, 0.0, 0.0], [0.0, 0.0, 0.0], [0.0, 0.0, 0.0], [-0.1, 0.0, 0.0]],
  "mulliken_charge": [1.0448, -0.7824, 0.1523, -0.7314, -0.2078, -0.7713, -0.2850, 0.3409, 0.6471, -0.8957, -0.8227, 0.4756, -0.9751, 0.9327, -0.6363, -0.7102, -0.3922, -0.3624, 0.2657, -1.0115, 0.4228, 0.3894, 0.3439, 0.3540, 0.4345, 0.2137, 0.3092, 0.3707, 0.3801, 0.4298, -0.6839, 1.0980, -0.6661, -0.7002, -0.6646, 1.5458, -1.0120, -1.1052, -0.5124, -0.1085, -0.4797, -0.3240, 0.0055, -0.1971, -0.7159, -0.5784, 1.4091, 0.5147, 0.4051, 0.5603, 0.8394, 0.3069, 0.3987, 0.4765, -0.5291, 0.2968, -0.5195, -0.0599, -1.4156, 0.2825, 0.2951, 0.3950, -0.0923, 0.6112, 0.3775, -0.4699, -0.3994, 0.3569, -0.8815, 0.3346, -0.5509, 0.3274, 0.3443, 0.1073, 0.1230, 0.3312]
}

***

[3]
{
  "formula": "C35H29ClIrN4O2S",
  "method": "the ωB97M-V functional and the def2-TZVPD basis",
  "lumo_energy_ev": -3.694,
  "gap_ev": 6.278,
  "charge": 1,
  "homo_energy_ev": -9.97,
  "de_lowest_kcal_mol": 0.0,
  "species": ["Ir", "C", "O", "C", "C", "C", "C", "C", "C", "N", "N", "C", "C", "C", "C", "O", "C", "N", "C", "C", "C", "C", "H", "H", "H", "H", "H", "H", "H", "H", "H", "H", "H", "H", "Cl", "C", "C", "C", "C", "C", "C", "C", "H", "H", "H", "H", "H", "H", "N", "S", "C", "C", "C", "C", "C", "C", "C", "C", "C", "C", "C", "C", "H", "H", "H", "H", "H", "H", "H", "H", "H", "H", "H"],
  "positions_angstrom": [[0.039, -1.448, -0.566], [-0.114, 5.157, 0.057], [-0.217, 4.837, 1.436], [0.818, 4.177, 2.012], [0.736, 4.000, 3.393], [1.737, 3.329, 4.065], [2.805, 2.774, 3.366], [2.908, 2.983, 1.998], [1.923, 3.688, 1.318], [3.797, 2.084, 4.149], [4.215, 0.961, 3.834], [3.651, 0.269, 2.706], [4.473, -0.121, 1.681], [3.977, -0.725, 0.513], [2.625, -0.959, 0.368], [2.065, -1.483, -0.711], [1.789, -0.629, 1.469], [0.453, -0.893, 1.303], [-0.398, -0.686, 2.289], [0.031, -0.197, 3.529], [1.349, 0.130, 3.706], [2.275, -0.059, 2.656], [-1.017, 5.708, -0.191], [-0.064, 4.254, -0.558], [0.760, 5.783, -0.135], [-0.108, 4.424, 3.922], [1.700, 3.221, 5.142], [3.762, 2.608, 1.452], [2.034, 3.857, 0.257], [5.533, 0.087, 1.765], [4.649, -0.998, -0.290], [-1.437, -0.905, 2.085], [-0.691, -0.067, 4.321], [1.691, 0.521, 4.655], [-4.975, 3.450, -0.356], [-3.474, 2.618, -0.582], [-3.190, 2.039, -1.812], [-1.986, 1.376, -1.987], [-1.059, 1.278, -0.949], [0.213, 0.526, -1.129], [-1.364, 1.882, 0.270], [-2.563, 2.552, 0.461], [-3.903, 2.124, -2.621], [-1.756, 0.936, -2.952], [1.007, 0.942, -0.507], [0.547, 0.537, -2.165], [-0.640, 1.854, 1.078], [-2.781, 3.038, 1.402], [-2.028, -1.543, -0.275], [-2.726, -2.546, -1.337], [-1.939, -2.114, -2.876], [-0.561, -1.896, -2.853], [0.067, -1.375, -3.970], [-0.688, -1.057, -5.096], [-2.059, -1.261, -5.103], [-2.699, -1.781, -3.979], [-1.833, -4.054, -0.979], [-1.754, -5.033, -1.960], [-1.043, -6.191, -1.693], [-0.419, -6.360, -0.462], [-0.519, -5.380, 0.513], [-1.239, -4.217, 0.265], [-2.583, -0.693, -0.208], [0.125, -2.434, -2.119], [1.139, -1.228, -3.962], [-0.200, -0.651, -5.972], [-2.639, -1.010, -5.981], [-3.774, -1.916, -3.968], [-2.224, -4.891, -2.926], [-0.970, -6.960, -2.449], [0.142, -7.263, -0.264], [-0.045, -5.518, 1.475], [-1.360, -3.464, 1.032]],
  "forces_ev_per_angstrom": [[0.0, 0.1, 0.0], [0.0, 0.0, 0.0], [0.0, 0.0, 0.0], [0.0, 0.0, 0.0], [0.0, 0.0, 0.0], [0.0, 0.0, 0.0], [0.0, 0.0, 0.0], [0.0, 0.0, 0.0], [0.0, 0.0, 0.0], [0.0, 0.0, 0.0], [0.0, 0.0, 0.0], [0.0, 0.0, 0.0], [0.0, 0.0, 0.0], [0.0, 0.0, 0.0], [0.0, 0.0, 0.0], [0.0, 0.0, 0.0], [0.0, 0.0, 0.0], [0.0, 0.0, 0.0], [0.0, 0.0, 0.0], [0.0, 0.0, 0.0], [0.0, 0.0, 0.0], [0.0, 0.0, 0.0], [0.0, 0.0, 0.0], [0.0, 0.0, 0.0], [0.0, 0.0, 0.0], [0.0, 0.0, 0.0], [0.0, 0.0, 0.0], [0.0, 0.0, 0.0], [0.0, 0.0, 0.0], [0.0, 0.0, 0.0], [0.0, 0.0, 0.0], [0.0, 0.0, 0.0], [0.0, 0.0, 0.0], [0.0, 0.0, 0.0], [0.0, 0.0, 0.0], [0.0, 0.0, 0.0], [0.0, 0.0, 0.0], [0.0, 0.0, 0.0], [0.0, 0.0, 0.0], [0.0, 0.0, 0.0], [0.0, 0.0, 0.0], [0.0, 0.0, 0.0], [0.0, 0.0, 0.0], [0.0, 0.0, 0.0], [0.0, 0.0, 0.0], [0.0, 0.0, 0.0], [0.0, 0.0, 0.0], [0.0, 0.0, 0.0], [0.0, -0.1, 0.0], [0.0, 0.0, 0.0], [0.0, 0.0, 0.0], [0.0, 0.0, 0.0], [0.0, 0.0, 0.0], [0.0, 0.0, 0.0], [0.0, 0.0, 0.0], [0.0, 0.0, 0.0], [0.0, 0.0, 0.0], [0.0, 0.0, 0.0], [0.0, 0.0, 0.0], [0.0, 0.0, 0.0], [0.0, 0.0, 0.0], [0.0, 0.0, 0.0], [0.0, 0.0, 0.0], [0.0, 0.0, 0.0], [0.0, 0.0, 0.0], [0.0, 0.0, 0.0], [0.0, 0.0, 0.0], [0.0, 0.0, 0.0], [0.0, 0.0, 0.0], [0.0, 0.0, 0.0], [0.0, 0.0, 0.0], [0.0, 0.0, 0.0], [0.0, 0.0, 0.0]],
  "mulliken_charge": [0.6875, -0.7382, -0.4211, 0.4594, -0.6725, -0.2906, -0.1066, -0.4083, -0.0031, -0.3722, -0.6114, -0.0703, -0.6026, -0.7636, 1.2099, -0.9031, 0.6769, -0.3851, 0.0231, -1.0565, -0.5712, -0.0185, 0.2308, 0.2024, 0.4017, 0.4781, 0.4548, 0.5417, 0.4464, 0.4482, 0.5307, 0.4496, 0.4532, 0.6925, -0.2048, 0.1107, -1.0791, 0.2856, -0.2841, -1.3164, 0.5923, -1.2824, 0.4755, 0.4380, 0.5423, 0.8596, 0.4189, 0.4628, -0.5091, -0.0427, 0.9627, -0.2753, -0.1594, -0.6305, -0.5926, -0.4755, 0.6378, -0.6067, -0.5764, -0.5783, -0.6517, -0.0203, 0.1488, -0.2208, 0.5577, 0.4285, 0.4564, 0.4455, 0.4427, 0.4167, 0.4194, 0.4481, 0.5641]
}